Formula: C16H32N2O11S
Source: OMol25
Level of theory: ωB97M-V/def2-TZVPD

```
62
Properties=species:S:1:pos:R:3:nbo_charge:R:1
C -0.16 -5.57 -1.33 -0.739
C 1.18 -4.88 -1.41 0.696
O 2.17 -5.40 -0.92 -0.518
N 1.29 -3.60 -2.05 -0.668
C 0.11 -2.72 -1.73 -0.228
C 0.46 -1.26 -1.96 -0.403
C -0.47 -0.37 -1.13 -0.392
C -1.93 -0.69 -1.42 -0.232
N -2.83 0.48 -1.23 -0.686
C -3.62 0.40 -0.08 0.896
O -3.37 0.98 0.97 -0.584
O -4.72 -0.40 -0.15 -0.483
C -5.05 -0.91 -1.41 -0.310
S -6.14 -2.34 -1.11 1.990
O -6.59 -2.30 0.25 -0.907
O -5.43 -3.52 -1.53 -0.934
H -0.81 -5.09 -0.61 0.239
H -0.02 -6.59 -1.01 0.246
H -0.69 -5.56 -2.27 0.223
H 1.23 -3.77 -3.05 0.367
H -0.10 -2.85 -0.68 0.189
H -0.73 -3.03 -2.34 0.178
H 0.24 -1.04 -3.01 0.188
H 1.50 -1.06 -1.75 0.241
H -0.28 -0.63 -0.10 0.210
H -0.25 0.68 -1.30 0.208
H -2.02 -1.01 -2.46 0.188
H -2.25 -1.48 -0.76 0.206
H -2.29 1.32 -1.11 0.397
H -5.59 -0.20 -2.03 0.208
H -4.22 -1.32 -1.96 0.224
H -7.21 -2.13 -1.92 -0.013
C -2.99 3.86 1.69 -0.634
C -1.73 3.59 2.49 -0.072
O -0.62 4.39 2.02 -0.499
C -0.62 5.66 2.41 0.981
O -1.43 6.19 3.12 -0.646
O 0.45 6.25 1.88 -0.498
C 0.55 7.65 2.16 -0.256
H -2.80 3.72 0.63 0.199
H -3.77 3.18 2.00 0.237
H -3.34 4.88 1.83 0.218
H -1.42 2.56 2.35 0.197
H -1.88 3.76 3.55 0.194
H 0.49 7.83 3.23 0.197
H -0.24 8.19 1.65 0.188
H 1.51 7.97 1.79 0.194
C 6.56 -2.77 0.68 -0.639
C 5.82 -2.15 -0.49 -0.071
O 4.58 -1.55 -0.08 -0.490
C 4.68 -0.37 0.52 0.981
O 5.69 0.25 0.72 -0.647
O 3.45 0.02 0.85 -0.501
C 3.39 1.25 1.58 -0.256
H 5.91 -3.48 1.20 0.216
H 7.44 -3.30 0.32 0.217
H 6.87 -2.01 1.39 0.223
H 5.53 -2.92 -1.21 0.197
H 6.43 -1.42 -1.01 0.191
H 3.91 2.04 1.05 0.198
H 3.82 1.12 2.57 0.190
H 2.34 1.50 1.67 0.195
```

Output
**Total charge**: 0
**SMILES**: CC(=O)NCCCCNC(=O)OC[SH](=O)=O.CCOC(=O)OC.CCOC(=O)OC
**LUMO energy**: 0.12 eV
**Electronic energy**: -1964.1572 Ha

Formula: C4H5NO2
Source: OMol25
Level of theory: ωB97M-V/def2-TZVPD

```
12
Properties=species:S:1:pos:R:3:nbo_charge:R:1
O -2.71 1.40 0.24 -0.498
C -1.91 0.55 0.54 0.446
C -0.41 0.71 0.38 -0.624
C -0.10 -0.02 -0.91 0.462
O -0.03 -1.23 -0.98 -0.539
H -2.22 -0.46 0.88 0.122
H -0.14 1.76 0.33 0.244
H 0.11 0.21 1.21 0.259
H -0.02 0.61 -1.81 0.130
C 2.56 -1.28 0.05 0.091
N 2.79 -0.30 0.62 -0.343
H 2.30 -2.16 -0.49 0.248
```

Output
**Total charge**: 0
**SMILES**: O=CCC=O.C#N
**LUMO energy**: 0.25 eV
**Electronic energy**: -360.5974 Ha

Formula: C4H6S
Source: OMol25
Level of theory: ωB97M-V/def2-TZVPD

```
11
Properties=species:S:1:pos:R:3:nbo_charge:R:1
C 0.75 1.08 1.12 -0.316
C -0.41 0.30 0.39 -0.305
C -0.45 -1.16 -0.03 -0.411
C -0.12 -0.26 -1.15 -0.403
H 2.07 1.08 0.71 0.226
H -1.42 0.55 0.46 0.239
H -1.62 -1.55 -0.04 0.216
H 0.30 -2.31 -0.11 0.234
H 0.98 -0.28 -1.14 0.213
H -0.72 0.01 -2.04 0.235
S 0.63 2.52 1.84 0.072
```

Output
**Total charge**: 0
**LUMO energy**: -0.36 eV
**Electronic energy**: -554.0059 Ha

Formula: C5H5ClO
Source: OMol25
Level of theory: ωB97M-V/def2-TZVPD

```
12
Properties=species:S:1:pos:R:3:nbo_charge:R:1
C 0.25 0.78 0.49 0.018
C -1.03 0.11 0.22 -0.163
C -0.97 -1.16 -0.11 -0.239
C 0.50 -1.46 -0.16 -0.234
C 1.32 -0.43 0.19 -0.014
H -0.79 2.46 -0.85 0.425
H 0.20 1.35 1.51 0.177
H -1.92 0.74 0.27 0.200
H -1.89 -1.74 -0.37 0.238
H 0.86 -2.31 -0.71 0.220
O 0.42 1.73 -0.48 -0.653
Cl 3.06 -0.06 0.00 0.025
```

Output
**Total charge**: 0
**LUMO energy**: -0.64 eV
**Electronic energy**: -728.7741 Ha

Formula: C3H11O3
Source: OMol25
Level of theory: ωB97M-V/def2-TZVPD

```
17
Properties=species:S:1:pos:R:3:nbo_charge:R:1
C -0.03 -0.35 0.49 -0.020
O -0.79 0.77 0.26 -0.996
C 0.17 -1.26 -0.73 -0.408
C 1.08 -2.43 -0.36 -0.608
H -0.46 -0.99 1.24 0.104
H 0.99 -0.06 0.81 0.105
H 0.60 -0.70 -1.57 0.180
H -0.79 -1.69 -1.03 0.175
H 1.14 -3.17 -1.14 0.184
H 0.66 -2.90 0.52 0.189
H 2.10 -2.07 -0.16 0.191
H -2.30 3.33 0.94 0.442
H -1.98 1.91 0.46 0.526
O -2.74 2.54 0.60 -1.005
H 0.84 2.57 -0.84 0.452
H 0.39 1.95 0.43 0.508
O 1.11 2.55 0.08 -1.020
```

Output
**Total charge**: -1
**LUMO energy**: 4.08 eV
**Electronic energy**: -346.6434 Ha

Formula: C35H43CrFN6Si2
Source: OMol25
Level of theory: ωB97M-V/def2-TZVPD

```
88
Properties=species:S:1:pos:R:3:lowdin_spin:R:1
Cr -0.04 -0.15 -0.71 3.741
C -1.21 1.84 1.45 0.004
N -1.44 0.43 1.19 0.018
C -1.25 -0.39 2.38 0.004
C 0.17 -0.86 2.40 0.010
N 1.09 -0.46 1.55 0.032
C 2.22 -1.17 1.87 0.004
C 3.49 -1.17 1.31 0.000
C 4.43 -2.04 1.83 0.000
C 4.13 -2.90 2.89 0.000
C 2.88 -2.91 3.48 0.000
C 1.94 -2.03 2.96 0.001
N 0.63 -1.79 3.28 0.003
C -0.98 2.53 0.17 0.016
N -0.20 2.03 -0.79 0.012
C -0.11 3.04 -1.74 0.003
C 0.66 3.18 -2.90 0.000
C 0.49 4.33 -3.66 0.001
C -0.38 5.35 -3.30 0.000
C -1.10 5.27 -2.11 0.000
C -0.93 4.13 -1.35 0.000
N -1.46 3.78 -0.14 0.005
H -0.31 1.91 2.07 0.000
H -2.04 2.31 2.01 0.000
H -2.37 0.29 0.79 0.002
H -1.91 -1.25 2.32 0.000
H -1.48 0.16 3.31 0.000
H 3.73 -0.53 0.47 0.000
H 5.42 -2.07 1.40 0.000
H 4.89 -3.57 3.26 0.000
H 2.63 -3.58 4.30 0.000
H 0.08 -2.28 3.98 0.000
H 1.40 2.46 -3.20 0.000
H 1.08 4.45 -4.56 0.000
H -0.50 6.21 -3.94 0.000
H -1.74 6.08 -1.79 0.000
H -2.05 4.35 0.43 0.000
C -4.22 -3.96 -0.72 0.004
Si -3.08 -2.58 0.00 0.011
C -2.00 -3.63 1.19 0.001
C -4.35 -1.43 0.88 0.001
C -1.98 -1.65 -1.23 0.040
C -0.82 -2.52 -1.49 0.023
C -0.79 -3.68 -2.25 0.002
C 0.38 -4.41 -2.37 0.015
C 1.51 -3.94 -1.71 0.001
C 1.43 -2.77 -0.98 0.016
N 0.29 -2.06 -0.88 0.000
Si -2.85 -0.93 -2.75 0.009
C -2.98 0.96 -2.46 0.007
C -1.94 -1.23 -4.41 0.000
C -4.66 -1.51 -3.07 0.001
H -4.52 -4.66 0.06 0.001
H -3.70 -4.53 -1.48 0.000
H -5.12 -3.55 -1.15 0.000
H -2.61 -4.19 1.91 0.000
H -1.25 -3.09 1.75 0.000
H -1.47 -4.36 0.59 0.000
H -5.20 -2.02 1.22 0.000
H -4.74 -0.71 0.17 0.000
H -3.99 -0.88 1.74 0.000
H -1.70 -4.00 -2.74 0.000
H 0.42 -5.32 -2.95 0.001
H 2.45 -4.47 -1.75 0.000
H 2.29 -2.36 -0.48 0.001
H -1.99 1.40 -2.43 0.003
H -3.46 1.18 -1.51 0.000
H -3.55 1.46 -3.23 0.001
H -1.26 -0.43 -4.64 0.000
H -2.64 -1.31 -5.24 0.000
H -1.37 -2.15 -4.38 0.000
H -5.28 -1.39 -2.19 0.000
H -4.69 -2.55 -3.37 0.000
H -5.11 -0.93 -3.87 0.000
F 6.46 0.71 -2.51 -0.001
C 5.12 0.46 -2.50 -0.001
C 4.31 1.14 -1.60 0.001
C 2.95 0.92 -1.63 0.007
C 2.37 0.02 -2.53 0.007
C 0.91 -0.16 -2.61 -0.022
C 3.23 -0.66 -3.41 -0.001
C 4.59 -0.44 -3.41 0.002
H 4.76 1.83 -0.91 0.000
H 2.31 1.44 -0.92 0.006
H 0.70 -1.01 -3.26 0.002
H 0.46 0.71 -3.10 0.004
H 2.81 -1.36 -4.11 0.000
H 5.25 -0.94 -4.10 0.000
```

Output
**Total charge**: 0
**2S+1**: 5
**LUMO energy (alpha / beta)**: 0.10 / 0.09 eV
**Electronic energy**: -3411.4533 Ha

Please write out number 6 again, unchanged.
Formula: C35H43CrFN6Si2
Source: OMol25
Level of theory: ωB97M-V/def2-TZVPD

```
88
Properties=species:S:1:pos:R:3:lowdin_spin:R:1
Cr -0.04 -0.15 -0.71 3.741
C -1.21 1.84 1.45 0.004
N -1.44 0.43 1.19 0.018
C -1.25 -0.39 2.38 0.004
C 0.17 -0.86 2.40 0.010
N 1.09 -0.46 1.55 0.032
C 2.22 -1.17 1.87 0.004
C 3.49 -1.17 1.31 0.000
C 4.43 -2.04 1.83 0.000
C 4.13 -2.90 2.89 0.000
C 2.88 -2.91 3.48 0.000
C 1.94 -2.03 2.96 0.001
N 0.63 -1.79 3.28 0.003
C -0.98 2.53 0.17 0.016
N -0.20 2.03 -0.79 0.012
C -0.11 3.04 -1.74 0.003
C 0.66 3.18 -2.90 0.000
C 0.49 4.33 -3.66 0.001
C -0.38 5.35 -3.30 0.000
C -1.10 5.27 -2.11 0.000
C -0.93 4.13 -1.35 0.000
N -1.46 3.78 -0.14 0.005
H -0.31 1.91 2.07 0.000
H -2.04 2.31 2.01 0.000
H -2.37 0.29 0.79 0.002
H -1.91 -1.25 2.32 0.000
H -1.48 0.16 3.31 0.000
H 3.73 -0.53 0.47 0.000
H 5.42 -2.07 1.40 0.000
H 4.89 -3.57 3.26 0.000
H 2.63 -3.58 4.30 0.000
H 0.08 -2.28 3.98 0.000
H 1.40 2.46 -3.20 0.000
H 1.08 4.45 -4.56 0.000
H -0.50 6.21 -3.94 0.000
H -1.74 6.08 -1.79 0.000
H -2.05 4.35 0.43 0.000
C -4.22 -3.96 -0.72 0.004
Si -3.08 -2.58 0.00 0.011
C -2.00 -3.63 1.19 0.001
C -4.35 -1.43 0.88 0.001
C -1.98 -1.65 -1.23 0.040
C -0.82 -2.52 -1.49 0.023
C -0.79 -3.68 -2.25 0.002
C 0.38 -4.41 -2.37 0.015
C 1.51 -3.94 -1.71 0.001
C 1.43 -2.77 -0.98 0.016
N 0.29 -2.06 -0.88 0.000
Si -2.85 -0.93 -2.75 0.009
C -2.98 0.96 -2.46 0.007
C -1.94 -1.23 -4.41 0.000
C -4.66 -1.51 -3.07 0.001
H -4.52 -4.66 0.06 0.001
H -3.70 -4.53 -1.48 0.000
H -5.12 -3.55 -1.15 0.000
H -2.61 -4.19 1.91 0.000
H -1.25 -3.09 1.75 0.000
H -1.47 -4.36 0.59 0.000
H -5.20 -2.02 1.22 0.000
H -4.74 -0.71 0.17 0.000
H -3.99 -0.88 1.74 0.000
H -1.70 -4.00 -2.74 0.000
H 0.42 -5.32 -2.95 0.001
H 2.45 -4.47 -1.75 0.000
H 2.29 -2.36 -0.48 0.001
H -1.99 1.40 -2.43 0.003
H -3.46 1.18 -1.51 0.000
H -3.55 1.46 -3.23 0.001
H -1.26 -0.43 -4.64 0.000
H -2.64 -1.31 -5.24 0.000
H -1.37 -2.15 -4.38 0.000
H -5.28 -1.39 -2.19 0.000
H -4.69 -2.55 -3.37 0.000
H -5.11 -0.93 -3.87 0.000
F 6.46 0.71 -2.51 -0.001
C 5.12 0.46 -2.50 -0.001
C 4.31 1.14 -1.60 0.001
C 2.95 0.92 -1.63 0.007
C 2.37 0.02 -2.53 0.007
C 0.91 -0.16 -2.61 -0.022
C 3.23 -0.66 -3.41 -0.001
C 4.59 -0.44 -3.41 0.002
H 4.76 1.83 -0.91 0.000
H 2.31 1.44 -0.92 0.006
H 0.70 -1.01 -3.26 0.002
H 0.46 0.71 -3.10 0.004
H 2.81 -1.36 -4.11 0.000
H 5.25 -0.94 -4.10 0.000
```

Output
**Total charge**: 0
**2S+1**: 5
**LUMO energy (alpha / beta)**: 0.10 / 0.09 eV
**Electronic energy**: -3411.4533 Ha